C14H24O16S3 | ωB97M-V/def2-TZVPD

Cartesian coordinates (Å):
C  -4.5776  1.7393  4.8456
O  1.8038  -8.4145  -2.9644
H  -3.9734  1.8338  2.7015
C  0.0155  0.3473  -0.9122
H  2.8254  1.0547  -1.9571
O  -5.6708  0.8882  5.1836
H  4.6177  0.7198  -2.3278
H  -4.9224  3.2148  3.3500
O  -0.5821  -8.2212  -2.3473
O  1.0864  -7.7622  -0.6064
H  -0.5015  2.2371  -0.2064
C  3.8477  -1.5252  -0.6864
H  -1.4174  1.3288  1.8285
O  -0.9534  -0.5778  1.0828
O  -0.5514  5.0393  -2.1765
H  2.3614  3.8748  -1.6762
H  0.9786  0.1129  -1.3519
C  -4.7774  2.1298  3.3698
C  4.6087  -0.5647  0.2476
O  3.4133  -0.8247  -1.7240
C  1.6457  4.3025  -2.3739
H  -4.4217  2.5844  5.5142
H  1.0651  1.7010  0.3290
C  4.0377  0.7828  -0.2088
H  -0.7001  -5.6091  -1.0081
C  -0.5849  0.7304  1.4521
S  0.7623  -7.7808  -2.2042
O  -1.6499  2.9089  -2.9430
H  -3.7552  1.0415  5.0177
H  0.1381  0.7734  2.2706
C  -0.5472  -0.8752  -0.1671
H  -0.6962  0.5869  -1.7005
O  -6.0273  1.6330  2.9471
H  0.7291  -6.3139  0.9106
C  3.7703  0.6014  -1.6586
O  3.7635  -2.7234  -0.6425
O  -7.7015  -0.0024  3.9495
H  4.8419  1.5221  -0.1195
C  0.3832  -5.5744  -1.1531
H  5.6742  -0.5881  0.0134
O  -7.6165  2.3888  4.6627
H  1.0393  6.3952  -2.2378
O  -0.5504  -1.9853  -0.5869
O  0.7457  3.2544  -2.6810
H  3.2093  1.0526  0.4433
H  2.1607  4.6084  -3.2842
H  0.9412  5.6317  -0.7329
O  0.7387  -6.1599  -2.3957
S  -6.9700  1.1853  4.2320
C  0.0281  1.3825  0.2171
H  2.1486  -6.1500  -0.1225
H  0.6529  -4.5278  -1.0278
H  4.4768  -0.7458  1.3095
S  -0.6547  3.8703  -3.2493
O  -0.5499  4.4523  -4.5488
C  0.7534  5.4439  -1.7886
C  1.0889  -6.4283  -0.1073

SMILES ... O=S1(=O)OCCO1.O=S1(=O)OCCO1.O=S1(=O)OCCO1.O=C1CCCO1.O=C1CCCO1
LUMO energy ... -0.24 eV
Orbital gap ... 10.3 eV

=====

C34H49AsNO2S4SiW | ωB97M-V/def2-TZVPD

Cartesian coordinates (Å):
H  -2.7688  -4.3583  -3.3150
C  2.1392  0.1131  2.3062
H  -3.2270  -2.0089  -4.2044
H  -2.9334  4.3201  -0.0290
C  -5.1688  2.0280  -2.3582
S  0.8983  0.9920  1.3368
C  -1.0519  5.6695  2.4376
C  -3.6525  -4.2944  -2.6823
H  -1.1812  2.4380  3.4355
S  0.6096  -0.4575  -1.8686
C  5.2730  -1.2159  -0.5316
C  1.8272  2.3456  0.5299
H  2.4977  -2.6521  -1.5151
C  -2.3337  4.3743  0.8736
H  2.7831  -0.4733  1.6535
H  -4.3613  -0.9423  -3.3483
H  -7.4522  3.0793  -0.0820
C  1.7603  -3.4300  1.0456
C  -2.1085  3.2398  1.6530
H  -3.8581  -2.8404  3.0824
As  -2.8390  1.6037  1.0429
C  -0.8318  4.5378  3.2152
C  -3.7393  -1.7822  3.2711
H  4.6786  -1.4238  0.3609
S  0.0698  -1.7776  2.5360
C  0.7787  -2.0686  -2.6968
H  -3.4410  2.0164  3.9561
C  -3.5094  0.9543  3.7579
C  -3.2592  0.4405  2.4875
C  0.9718  -3.3522  2.3381
C  -3.9645  -1.2749  4.5455
C  -3.8599  0.0872  4.7849
H  2.5102  2.6693  1.3171
H  3.2380  2.8110  -0.9820
C  -1.7963  5.5898  1.2698
C  -4.1289  -1.9766  -3.5963
C  -5.2587  -2.7502  -1.4652
H  -5.5996  2.5621  1.4544
H  1.9257  1.7919  -1.5485
H  0.2169  -4.1379  2.3929
H  5.3548  0.3523  -3.6481
C  -6.3637  2.5113  -1.8426
C  -5.4738  2.4100  0.3871
H  -5.1650  -3.3438  -0.5576
C  4.4311  0.3647  -3.0692
H  5.1218  -2.0245  -1.2447
H  2.7526  0.8448  2.8350
H  2.2042  -4.4202  0.9289
H  7.0079  1.5262  -1.3336
H  5.7599  2.7460  -1.2488
S  0.5372  -3.1831  -0.2567
C  1.5101  -3.0312  -1.7836
C  -4.2807  1.9213  -0.1402
C  6.0561  1.7706  -0.8630
H  -4.2423  -1.9403  5.3500
N  -2.0270  -1.8551  -0.9001
H  -5.4915  -1.7188  -1.2029
C  2.6067  1.9582  -0.7103
H  -4.9501  -2.3801  -4.1865
O  -1.6517  0.7788  0.0655
H  1.0974  3.1364  0.3590
H  1.9809  -1.3776  3.8901
H  -0.2628  4.6145  4.1309
H  6.2396  1.8685  0.2064
H  -3.5028  -4.8997  -1.7900
H  -6.0870  -3.1499  -2.0471
H  -0.1985  -2.4508  -2.9971
C  -2.8867  -2.2889  -1.5395
H  -1.9701  6.4744  0.6753
H  -3.3010  -1.3180  1.2281
C  -1.3550  3.3173  2.8255
H  -4.0585  0.4802  5.7722
H  -5.0561  1.8987  -3.4255
H  -3.1718  1.3638  -1.9061
H  3.8643  1.2355  -3.4034
H  1.6145  -3.4529  3.2133
H  3.8682  -0.5288  -3.3420
H  6.3176  -1.2498  -0.2323
C  -3.3946  -0.9248  2.2393
H  1.3636  -1.8908  -3.5996
H  -0.6491  6.6218  2.7523
C  1.3482  -0.7120  3.3029
Si  4.8090  0.4507  -1.2445
C  -6.5195  2.7016  -0.4751
C  -4.1141  1.7274  -1.5083
H  1.6022  -4.0216  -2.2310
O  3.3562  0.8095  -0.4321
H  -7.1797  2.7483  -2.5107
H  0.7995  -0.0729  3.9939
W  -0.4845  -0.8352  0.1092
H  2.5414  -2.6706  0.9748
C  -3.9934  -2.8389  -2.3330
H  -4.4940  -4.7088  -3.2354

LUMO energy (spin up / spin down) ... -9.39 / -9.73 eV
Total charge ... +3
Expectation value of S² ... 2.022
Orbital gap (spin up / spin down) ... 6.9 / 6.8 eV
Spin multiplicity ... 3